[1]
The following is a quantum chemistry calculation of C31H42CoN3OP as an isolated structure at a distorted geometry, from the Open Molecules 2025 dataset.

```
79
Properties=species:S:1:pos:R:3:forces:R:3:lowdin_spin:R:1
Co -0.24385 0.26991 0.15261 -0.7 -1.0 1.0 1.986
N 0.07475 -2.63319 2.53541 -0.7 -3.4 -0.5 0.060
N -0.00375 -1.90539 -1.09829 -0.2 0.4 -0.4 0.009
C 0.43945 2.15681 -0.37079 0.7 0.5 0.5 0.051
C 1.56135 1.29451 -0.04069 0.0 0.9 0.7 0.017
C 1.40285 0.86551 1.32441 0.8 1.3 -0.5 0.058
C 2.34935 0.00251 2.10951 1.3 0.3 -0.4 0.004
H 3.10965 -0.45699 1.45661 -0.1 0.2 0.1 0.000
H 1.81185 -0.80949 2.63001 0.8 0.7 -0.7 -0.001
H 2.88365 0.61331 2.86181 -0.1 -0.2 -0.4 0.003
C 0.18525 1.42051 1.83911 0.4 1.6 -0.3 0.062
C -0.33625 1.23951 3.23611 -0.3 1.6 0.7 0.026
H 0.10585 1.98361 3.92741 -0.2 0.1 -0.2 0.007
H -0.09245 0.23361 3.61491 -0.5 1.5 -0.1 0.007
H -1.43185 1.35571 3.27321 0.3 0.0 0.0 0.000
C -0.39995 2.24151 0.78981 0.3 -0.2 0.3 0.016
C -1.63155 3.09141 0.92801 0.0 0.1 0.0 0.007
H -2.37895 2.62011 1.58691 0.2 0.2 -0.2 0.001
H -2.10905 3.26571 -0.05029 0.1 0.0 0.3 0.000
H -1.37525 4.07821 1.35881 -0.2 -0.3 -0.1 0.002
C 2.72075 0.97541 -0.94099 0.1 0.0 0.0 0.001
H 3.57835 1.64881 -0.74849 -0.2 -0.3 -0.1 0.001
H 2.43975 1.09151 -2.00009 0.1 0.0 0.3 0.000
H 3.07355 -0.06029 -0.79819 -0.1 0.3 -0.1 0.000
C 0.25965 2.92311 -1.64959 0.1 0.1 0.0 0.005
H -0.80525 3.10431 -1.86579 0.3 0.0 0.0 0.000
H 0.68055 2.38211 -2.51159 -0.1 0.2 0.2 0.000
H 0.76365 3.90801 -1.59109 -0.2 -0.3 -0.1 0.003
C -0.60145 -3.30339 3.47791 -0.5 -0.6 -0.9 0.037
H -0.14135 -3.32199 4.47631 -0.3 -0.5 -0.6 0.000
C -1.81815 -3.96139 3.25081 0.1 0.2 0.1 0.054
H -2.32295 -4.49849 4.05991 0.2 0.2 -0.3 0.004
C -2.35755 -3.90499 1.95631 0.2 0.3 -0.2 0.040
H -3.30715 -4.40049 1.72541 0.3 0.2 0.1 0.001
C -1.67275 -3.20279 0.96401 -0.3 -0.2 0.4 0.040
H -2.07865 -3.12379 -0.04919 0.2 0.0 0.4 0.002
C -0.44945 -2.56769 1.28611 0.3 -0.4 -1.8 0.054
C 0.30965 -1.74479 0.32571 0.2 -3.0 0.2 0.082
H 1.39345 -1.81749 0.49641 -0.4 0.1 -0.1 0.001
C -0.28675 -0.65879 -1.54039 -0.8 -0.8 -1.4 0.030
C 0.00735 -2.84699 -2.12219 -0.1 0.6 -0.4 0.001
H 0.20055 -3.90689 -1.96729 -0.1 0.4 -0.1 0.001
C -0.28235 -2.14269 -3.26279 0.1 -0.1 0.2 0.003
H -0.39915 -2.46569 -4.29529 0.1 0.1 0.4 0.002
N -0.45355 -0.79219 -2.89579 0.2 -0.7 -0.1 0.007
C -0.68995 0.28541 -3.81429 0.0 0.1 -0.1 0.001
C 0.32845 0.63671 -4.72719 -0.6 0.3 0.0 0.000
C 0.09605 1.72231 -5.58879 -0.3 0.0 0.2 0.000
H 0.88515 2.01471 -6.29169 -0.3 -0.1 0.3 0.000
C -1.10535 2.44981 -5.55999 0.1 -0.5 0.4 0.000
C -1.34165 3.60131 -6.51089 -0.1 0.1 -0.2 0.000
H -1.88825 4.42341 -6.01789 0.2 -0.3 -0.2 0.000
H -1.94935 3.27711 -7.37699 0.2 0.1 0.3 0.000
H -0.39165 4.00141 -6.90259 -0.4 -0.2 0.2 0.000
C -2.09285 2.06581 -4.63639 0.3 -0.1 -0.1 0.000
H -3.03675 2.62271 -4.59609 0.3 -0.2 0.0 0.000
C -1.91245 0.98851 -3.75349 0.5 0.1 -0.4 0.000
C -2.97905 0.63001 -2.74959 -0.1 -0.1 0.2 0.003
H -3.06215 -0.46089 -2.61319 0.1 0.4 -0.1 0.001
H -3.95855 1.02721 -3.06119 0.4 -0.1 0.1 0.000
H -2.73185 1.04841 -1.75849 0.0 -0.2 -0.3 0.003
C 1.64345 -0.10789 -4.77029 0.2 -0.1 0.0 0.000
H 1.56305 -1.03989 -5.35979 0.0 0.4 0.2 0.000
H 1.97675 -0.39559 -3.75979 -0.1 0.1 -0.4 0.000
H 2.42455 0.51391 -5.23709 -0.3 -0.2 0.2 0.000
C 1.89115 0.03111 5.23541 0.3 -0.9 1.5 0.013
P 0.87165 -1.31589 4.37371 1.3 1.7 1.4 0.059
C 2.22475 -2.67029 4.36711 0.0 -0.5 1.7 0.011
C -0.55785 -1.25179 5.64391 0.5 -0.7 1.3 0.010
O 0.03405 -0.73099 2.26291 -3.3 0.2 -1.1 1.203
H 2.89815 0.18131 4.82381 -0.5 0.0 -0.2 0.000
H 2.09075 -0.32929 6.26551 -0.1 0.2 -0.1 0.004
H 1.35715 0.98771 5.35091 0.2 -0.5 -0.4 0.000
H 2.58935 -2.80749 5.40581 0.2 -0.1 -0.4 0.003
H 3.08295 -2.33889 3.74811 -0.7 0.3 0.3 0.000
H 1.91925 -3.66349 3.98571 -0.1 0.8 0.2 0.000
H -1.00015 -0.23499 5.65591 0.7 -0.4 -0.3 0.000
H -1.40115 -1.94559 5.46741 0.6 0.3 -0.1 0.000
H -0.14945 -1.45539 6.65501 -0.4 0.1 -0.1 0.003
```
Positions in Å, forces in eV/Å.

The HOMO energy (alpha / beta) is -1.6 / -2.4 eV. Its molar mass is 562.60 g mol⁻¹. As for the multiplicity: 5. The value obtained for the lowest unoccupied orbital energy (alpha / beta) is 2.55 / 2.55 eV. The energy above the lowest of the compared OMol25 structures with the same formula, charge and spin comes out at 615.50 kJ/mol. Its expectation value of S² is 6.069. As for the charge: -1.

=====

[2]
The following is a quantum chemistry calculation of C31H43As2F7N2NiO13S3Si3 as an isolated structure at a distorted geometry, from the Open Molecules 2025 dataset.

```
105
Properties=species:S:1:pos:R:3:forces:R:3:lowdin_spin:R:1
Ni -0.02971 -0.57799 -0.08286 -0.7 1.5 0.0 0.990
O -1.26662 2.53154 0.38129 0.1 0.6 0.4 0.061
As 0.60868 1.80898 2.63751 -0.9 0.9 1.0 0.000
O 1.33512 3.28638 2.64867 0.1 0.5 0.1 0.000
O -1.84233 -0.20465 0.90893 0.1 1.2 -0.8 0.097
C 1.70192 0.94805 4.08328 0.2 0.0 -0.2 0.000
C 1.85208 1.56556 5.32257 -0.1 0.3 -0.3 0.000
C 2.48454 0.91172 6.36805 0.0 0.0 0.1 0.000
C 3.00179 -0.36165 6.17628 0.0 -0.1 -0.1 0.000
C 2.87751 -0.97085 4.93664 0.1 -0.3 0.1 0.000
C 2.22106 -0.31636 3.91344 -0.1 -0.2 -0.2 0.000
S 1.98107 -1.08622 2.30916 1.2 -0.2 2.1 0.000
O 2.03060 -2.50040 2.57268 0.0 -0.2 -0.2 0.000
O 3.04253 -0.51672 1.50421 -0.1 -0.1 -0.1 0.000
O 0.63059 -0.57576 1.99347 0.2 -0.4 -0.3 0.005
H -0.61388 1.95658 -0.02531 0.9 -0.1 -0.7 -0.001
H 1.45902 2.56902 5.44240 0.0 0.0 0.1 0.000
H 2.57649 1.38466 7.33901 0.0 0.1 0.0 0.000
H 3.48308 -0.88306 6.99568 0.0 0.0 0.0 0.000
H 3.25256 -1.96685 4.75069 0.1 -0.1 0.0 0.000
C 1.08686 6.46771 -2.25985 0.2 -0.1 -0.1 0.000
C 2.49182 5.98008 -1.89147 -0.1 0.7 -0.2 0.000
C 3.06678 6.91054 -0.82527 0.2 -0.2 -0.2 0.000
C 4.40610 6.38942 -0.32708 -0.1 0.1 0.0 0.000
C 4.19605 5.02239 0.25198 0.1 0.1 0.1 0.000
C 4.96268 4.54846 1.29768 -0.3 -0.2 -0.1 0.000
C 4.71484 3.28664 1.82203 -0.1 -0.2 -0.2 0.000
F 5.52905 2.85685 2.82133 -0.2 0.0 -0.1 0.000
C 3.68751 2.49975 1.36326 0.5 0.1 0.2 0.000
C 2.89923 2.97283 0.31177 0.1 0.3 0.0 0.000
C 1.74353 2.21199 -0.12331 -0.2 0.5 -0.1 -0.001
O 1.17049 1.38181 0.61648 0.6 0.5 -0.3 0.001
C 1.27821 2.52696 -1.44290 0.0 -0.5 -0.2 0.000
C 1.65403 3.70344 -1.99810 -0.1 0.0 0.1 0.000
N 2.44445 4.61769 -1.38113 -0.2 -0.3 -0.3 0.000
C 3.17297 4.22225 -0.28060 0.2 -0.6 0.7 0.000
C 0.33783 1.64041 -2.25986 0.2 0.5 -0.1 0.003
O 0.37635 1.77249 -3.47897 0.1 0.0 -0.2 0.005
O -0.47871 0.91529 -1.60964 -0.2 -0.6 0.4 0.012
H 1.11238 7.54667 -2.39846 0.0 0.1 -0.1 0.000
H 0.40059 6.23376 -1.44986 -0.1 0.0 0.1 0.000
H 0.70382 6.01195 -3.16849 0.0 0.0 -0.1 0.000
H 3.13891 6.00457 -2.78336 -0.1 0.0 0.1 0.000
H 2.35762 6.94556 0.00382 0.0 0.1 0.1 0.000
H 3.17416 7.91406 -1.24288 -0.1 0.0 0.0 0.000
H 4.81567 7.05950 0.42982 0.1 0.0 0.0 0.000
H 5.11533 6.35077 -1.15984 0.1 0.1 0.0 0.000
H 5.75894 5.14872 1.71392 0.1 0.1 0.0 0.000
H 3.50717 1.50153 1.74432 0.0 0.0 0.1 0.000
H 1.27882 3.94638 -2.98121 -0.1 0.1 0.0 0.000
C -2.89436 4.27042 2.19219 -0.1 -0.4 -0.7 0.034
Si -3.76474 4.06588 0.47481 -0.4 2.0 1.3 0.376
C -5.62928 4.56839 0.88556 0.8 -0.8 -0.4 0.062
C -3.19241 5.60261 -0.60968 0.0 -1.1 0.2 0.077
As -2.63181 1.46795 0.46550 -1.6 -0.1 -0.3 0.178
Si -2.32144 -0.90136 2.29153 -2.1 -0.9 2.8 0.007
C -4.13089 -0.24380 2.61628 0.8 -0.1 -0.4 0.014
C -2.53327 -2.79385 2.24384 0.5 0.7 -0.2 0.001
C -1.54090 -0.43245 3.97578 0.1 -0.2 -0.9 0.000
Si -3.10967 0.83962 -1.76122 -1.4 -0.3 -1.7 0.019
C -5.05288 1.08392 -1.58939 1.0 -0.1 0.4 0.016
C -2.80693 1.91629 -3.33391 0.4 -0.3 1.0 0.009
C -2.84358 -1.02180 -2.01299 0.3 0.7 0.3 -0.004
H -3.09496 5.20727 2.70440 -0.2 0.3 -0.1 0.005
H -1.81797 4.16529 2.06912 0.1 0.0 0.0 0.000
H -3.21363 3.44539 2.83013 -0.1 0.0 0.1 0.000
H -5.66734 5.54953 1.34917 0.2 0.2 0.1 0.010
H -6.07418 3.85470 1.57154 -0.1 -0.2 0.2 0.000
H -6.24913 4.60128 -0.00378 -0.1 0.0 -0.3 0.000
H -3.30405 6.53288 -0.05814 -0.1 0.0 0.3 0.012
H -3.76725 5.69044 -1.52691 -0.1 -0.1 -0.2 0.000
H -2.14771 5.49524 -0.88257 0.2 0.0 -0.1 0.000
H -4.73848 -0.27567 1.71381 -0.2 -0.1 -0.1 0.002
H -4.09719 0.79528 2.94452 -0.1 0.1 0.1 0.004
H -4.62451 -0.82729 3.38816 0.0 -0.2 0.2 0.002
H -2.83047 -3.15823 1.26432 -0.1 0.0 -0.2 0.000
H -3.25835 -3.12834 2.98340 -0.1 0.2 0.1 0.000
H -1.57045 -3.23794 2.46740 0.1 -0.2 0.1 0.000
H -1.56539 0.64054 4.16479 -0.1 0.0 -0.1 0.000
H -0.50950 -0.75561 3.99159 0.2 -0.1 0.2 0.000
H -2.07389 -0.93169 4.78038 -0.3 -0.2 0.1 0.000
H -5.25629 2.14730 -1.46839 -0.1 0.2 0.0 0.011
H -5.37319 0.59899 -0.66945 -0.3 -0.1 0.2 0.000
H -5.64924 0.70556 -2.41325 0.0 -0.1 -0.2 0.001
H -3.06513 2.95800 -3.15119 -0.1 0.2 0.1 0.001
H -3.41352 1.55950 -4.16125 -0.3 -0.2 0.0 0.001
H -1.76752 1.86733 -3.63352 0.2 0.0 -0.1 0.000
H -3.32949 -1.59281 -1.22894 -0.1 -0.1 0.2 0.000
H -1.78005 -1.23790 -1.95223 0.0 0.0 -0.1 -0.001
H -3.19722 -1.39578 -2.96813 -0.2 0.1 -0.3 0.000
F 2.46087 -1.23878 -3.75642 -0.3 0.1 0.3 0.000
C 2.93075 -1.92438 -2.69881 0.4 0.1 -0.5 -0.001
F 4.17541 -1.44692 -2.46734 -0.2 0.0 0.3 0.000
F 3.11681 -3.18156 -3.15004 -0.3 0.1 0.5 0.000
S 1.85369 -1.64297 -1.13139 3.2 -1.0 -3.1 -0.009
O 2.03309 -0.23881 -1.07752 0.3 0.8 -0.2 0.003
O 2.38885 -2.57098 -0.20720 0.9 -0.1 0.9 -0.005
N 0.48406 -2.15833 -1.67963 -1.0 0.4 -0.6 0.004
S -0.18314 -3.11652 -0.63864 -1.1 -3.5 -0.6 -0.001
O -0.21278 -2.66300 0.70579 0.2 0.1 1.0 0.002
O -1.39506 -3.67558 -1.15694 -0.1 0.3 -0.4 0.000
C 0.92219 -4.67238 -0.58860 0.1 -1.2 -0.4 0.000
F 1.78288 -4.72844 -1.62049 -0.2 0.2 0.2 0.000
F 0.12392 -5.76254 -0.76069 -0.3 0.4 0.1 0.000
F 1.58908 -4.92172 0.52808 -0.1 0.5 0.1 0.000
```
Positions in Å, forces in eV/Å.

The HOMO energy (alpha / beta) is -2.7 / -2.2 eV. Its molar mass is 1173.67 g mol⁻¹. As for the multiplicity: 3. The value obtained for the lowest unoccupied orbital energy (alpha / beta) is 3.77 / 3.16 eV. Its expectation value of S² is 2.015. As for the charge: -2.

=====

Which of these has the lowest multiplicity? C31H43As2F7N2NiO13S3Si3

=====

Among the records above, which one has the lowest charge? C31H43As2F7N2NiO13S3Si3